Run w
DFT (ωB97M-V/def2-TZVPD) results for a 2-piece molecular cluster, C3H9NO2S overall.

Kohn-Sham gap (eV): 5.92
Molar mass (g mol⁻¹): 123.18
Net charge: -2
HOMO level (eV): 0.17

XYZ file:
```
16
Properties=species:S:1:pos:R:3:mulliken_charge:R:1
H 1.036 -0.439 -1.265 0.23
H 2.290 1.872 1.540 0.27
H -0.965 -0.571 0.686 0.33
H -1.385 -0.689 -2.243 0.23
S -3.233 0.421 -0.902 -0.80
H 0.919 -0.023 1.542 0.24
O 2.776 -0.496 0.511 -0.89
C -0.637 -0.180 -0.303 -0.52
C -1.750 -0.725 -1.220 -0.77
H -0.603 0.897 -0.443 0.25
N 0.715 -0.912 -0.431 -0.41
O 3.175 1.625 1.838 -0.80
C 1.476 -0.667 0.872 -0.26
H 1.293 -1.602 1.531 0.13
H 3.224 0.703 1.313 0.47
H -2.010 -1.769 -1.070 0.29
```


Run x
DFT (ωB97M-V/def2-TZVPD) results for a 2-piece molecular cluster, C3H9NO2S overall.

Kohn-Sham gap (eV): 5.61
Molar mass (g mol⁻¹): 123.18
Net charge: -2
HOMO level (eV): 0.52

XYZ file:
```
16
Properties=species:S:1:pos:R:3:mulliken_charge:R:1
N -0.060 -1.211 0.709 -0.49
H 1.974 -0.762 0.081 0.12
O 0.749 -0.718 -1.601 -0.81
H 0.566 0.666 -0.010 0.05
H 2.258 1.211 -1.676 0.31
H -1.388 -0.671 2.246 0.31
H -0.054 0.522 1.924 0.19
C -1.773 0.541 0.467 -0.37
C -0.828 -0.202 1.431 -0.59
S -3.136 1.617 1.255 -0.82
H 2.243 -0.229 -2.148 0.46
C 0.902 -0.462 -0.390 -0.11
H -1.269 1.187 -0.263 0.18
O 2.930 0.621 -2.145 -0.78
H -0.661 -1.866 0.249 0.23
H -2.452 -0.242 -0.128 0.11
```


Stability summary - winner: run w; margin: 0.0212 hartree.


Run w
DFT (ωB97M-V/def2-TZVPD) results for a 2-piece molecular cluster, C3H3NS2 overall.

Kohn-Sham gap (eV): 8.34
SMILES: C=C=S.N=C=S
Molar mass (g mol⁻¹): 117.20
Net charge: 0
HOMO level (eV): -8.82

XYZ file:
```
9
Properties=species:S:1:pos:R:3:mulliken_charge:R:1
H -2.228 -0.520 -0.116 0.21
S 3.384 -1.564 -0.209 -0.34
H 0.610 -0.176 1.315 0.26
C -1.811 0.387 -0.680 -0.44
C 2.004 -1.119 0.346 0.46
C -0.870 1.115 -0.096 0.25
H -2.202 0.695 -1.533 0.33
N 0.850 -0.925 0.683 -0.42
S 0.262 2.107 0.290 -0.32
```


Run x
DFT (ωB97M-V/def2-TZVPD) results for a 2-piece molecular cluster, C3H3NS2 overall.

Kohn-Sham gap (alpha / beta) (eV): 7.17 / 7.17
Molar mass (g mol⁻¹): 117.20
Net charge: 0
HOMO level (alpha / beta) (eV): -9.55 / -9.55

XYZ file:
```
9
Properties=species:S:1:pos:R:3:mulliken_charge:R:1
H 1.275 0.430 0.698 0.28
C -0.481 -0.572 0.031 0.56
N -0.774 3.242 -0.116 -0.41
S -1.645 -1.204 -1.023 -0.04
S -1.467 -1.509 1.022 -0.10
C 0.965 -0.566 -0.013 -0.82
C -0.625 2.098 -0.155 -0.16
H 1.295 -1.418 0.531 0.38
H 1.457 -0.502 -0.974 0.30
```


Stability summary - winner: run w; margin: 0.1071 hartree.


Run w
DFT (ωB97M-V/def2-TZVPD) results for an isolated ion of composition C3H8N3S and charge +1.

2S+1: 3
Kohn-Sham gap (alpha / beta) (eV): 8.35 / 6.25
Molar mass (g mol⁻¹): 118.18
Net charge: +1
HOMO level (alpha / beta) (eV): -11.58 / -15.03

XYZ file:
```
15
Properties=species:S:1:pos:R:3:mulliken_charge:R:1
N -0.058 0.926 -0.655 -0.68
C 1.488 -0.584 0.227 -0.23
H 1.766 -1.542 0.519 0.47
H -0.486 1.350 1.319 0.45
N 0.311 -0.424 -0.343 0.34
H -1.820 1.481 0.450 0.44
C -0.816 1.579 0.380 -1.13
H 1.710 1.651 0.057 0.28
H -0.493 0.900 -1.573 0.26
H -1.615 -1.054 -0.702 0.29
S 2.673 0.574 0.195 0.07
H -0.992 -3.354 -0.020 0.30
H -0.714 2.598 0.382 0.47
N -0.343 -2.602 0.137 -0.45
C -0.611 -1.500 -0.374 0.12
```


Run x
DFT (ωB97M-V/def2-TZVPD) results for an isolated ion of composition C3H8N3S and charge +1.

2S+1: 3
Kohn-Sham gap (alpha / beta) (eV): 6.94 / 6.96
Molar mass (g mol⁻¹): 118.18
Net charge: +1
HOMO level (alpha / beta) (eV): -10.13 / -14.15

XYZ file:
```
15
Properties=species:S:1:pos:R:3:mulliken_charge:R:1
H 1.912 0.394 -1.437 0.54
N 0.413 0.691 0.058 0.35
N 1.225 1.173 1.049 -0.62
S -1.449 0.454 1.860 -0.13
H 1.196 -1.934 -1.588 0.44
H -1.238 -2.110 -0.196 0.35
C -0.777 0.142 0.339 -0.06
N -0.329 -1.606 0.036 -0.31
H -1.488 0.152 -0.428 0.39
C 1.100 -0.023 -0.993 -0.50
H 1.902 0.500 1.475 0.26
C 0.640 -1.246 -1.024 -0.46
H 1.519 2.024 0.831 0.18
H 0.121 -2.021 0.786 0.29
H -0.290 0.942 2.281 0.28
```


Stability summary - winner: run w; margin: 0.0422 hartree.


Run w
DFT (ωB97M-V/def2-TZVPD) results for an isolated ion of composition C2H7N4S and charge +1.

Kohn-Sham gap (alpha / beta) (eV): 8.43 / 8.43
Molar mass (g mol⁻¹): 119.17
Net charge: +1
HOMO level (alpha / beta) (eV): -12.27 / -12.27

XYZ file:
```
14
Properties=species:S:1:pos:R:3:mulliken_charge:R:1
S -3.008 0.961 0.213 -0.15
H 3.364 1.363 -0.121 0.22
N -0.313 -0.180 0.036 -0.17
C -1.623 -0.222 0.019 0.78
N 3.133 0.417 0.021 -0.40
N -2.114 -1.438 -0.348 -0.49
H -1.619 -2.194 -0.788 0.22
H 0.758 1.792 0.099 0.25
H 3.814 -0.273 0.224 0.23
N 1.935 0.008 0.110 -0.07
H -2.232 2.060 0.714 0.20
H -3.105 -1.832 -0.368 0.23
C 0.788 0.636 0.034 -0.12
H 0.221 -1.099 0.157 0.28
```


Run x
DFT (ωB97M-V/def2-TZVPD) results for C2H7N4S as an isolated structure.

Kohn-Sham gap (eV): 9.52
Molar mass (g mol⁻¹): 119.17
Net charge: +1
HOMO level (eV): -13.67

XYZ file:
```
14
Properties=species:S:1:pos:R:3:mulliken_charge:R:1
N -1.571 -1.062 -2.246 -0.85
H -1.676 -2.013 -2.602 0.31
H -1.045 -0.721 -3.077 0.28
S 0.315 0.005 1.362 0.22
H 2.591 1.670 2.188 0.30
H 1.549 0.911 3.233 0.33
C -1.092 -1.274 0.065 -0.22
H 0.960 2.264 2.683 0.34
N 1.590 1.429 2.436 -0.72
N 0.676 0.629 -0.044 -0.28
H -1.847 -1.917 0.351 0.43
N -0.907 -0.740 -1.073 0.45
H 0.319 0.589 -2.136 0.33
C 0.139 0.229 -1.138 0.10
```


Stability summary - winner: run w; margin: 0.0550 hartree.